(1)
Molecular formula: C38H42LiN9O3PS2
Method: DFT, ωB97M-V/def2-TZVPD

Atoms and positions in Å:
Li -0.3598 0.6706 -1.0934
S -0.0610 2.6449 0.9450
C -0.4449 2.7479 2.6572
N -1.4241 3.4638 3.3196
C -1.2892 3.3434 4.7787
C 0.1617 3.0991 5.2569
N 0.7411 1.9562 4.5765
C 1.7229 1.1045 5.2048
C 2.9963 1.8129 5.6142
C 3.2610 2.0486 6.9572
C 4.4089 2.7243 7.3519
C 5.3086 3.1715 6.3984
C 5.0559 2.9390 5.0518
C 3.9093 2.2647 4.6645
C 0.5363 2.0252 3.2224
S 1.5148 1.5405 1.8198
C -1.8465 4.7498 2.7867
C -0.9593 5.9303 3.1314
C 0.4265 5.8605 3.0104
C 1.2147 6.9531 3.3390
C 0.6304 8.1310 3.7831
C -0.7491 8.2139 3.8939
C -1.5352 7.1165 3.5713
H -1.9268 2.5325 5.1379
H -1.6387 4.2753 5.2260
H 0.1566 2.9032 6.3302
H 0.7526 4.0069 5.0884
H 1.9333 0.2831 4.5153
H 1.2793 0.6460 6.0955
H 2.5592 1.6976 7.7059
H 4.5973 2.9015 8.4026
H 6.2062 3.6955 6.6989
H 5.7571 3.2811 4.3014
H 3.7298 2.0945 3.6098
H -2.8565 4.9524 3.1529
H -1.9441 4.6526 1.7003
H 0.8957 4.9541 2.6496
H 2.2907 6.8861 3.2419
H 1.2486 8.9797 4.0437
H -1.2139 9.1284 4.2378
H -2.6130 7.1805 3.6726
N 0.8986 -2.0949 -2.3592
N 0.2065 -2.0064 -3.5599
C -0.4176 -0.8732 -3.9137
N -1.0838 -0.8675 -5.0679
N -0.2467 0.1520 -3.0679
N -0.9475 1.2987 -3.2764
O -1.7480 1.4949 -4.1702
O -0.7164 2.1360 -2.3896
H 1.8806 -2.2522 -2.5404
H 0.5222 -2.8557 -1.8056
H 0.1880 -2.7886 -4.1941
H -1.1948 -1.7205 -5.5881
H -1.6677 -0.0750 -5.2771
N -3.9227 0.1820 0.6144
C -3.0554 0.7714 -0.2376
N -3.3194 2.0399 -0.6210
O -2.0655 0.1581 -0.6660
H -4.6618 0.6882 1.0665
H -3.6682 -0.7223 0.9680
H -4.1420 2.5352 -0.3305
H -2.6885 2.4770 -1.2736
C 0.5472 -6.6155 -0.0085
C -0.1065 -5.9936 1.0472
C 0.2139 -4.6933 1.3994
C 1.2095 -3.9851 0.7228
C 1.8523 -4.6200 -0.3391
C 1.5234 -5.9210 -0.7035
P 1.4867 -2.2085 1.1366
C 1.6916 -2.2332 2.9577
C 0.5198 -2.2128 3.7175
C 0.5637 -2.2887 5.1011
C 1.7870 -2.3556 5.7535
C 2.9600 -2.3204 5.0152
C 2.9125 -2.2573 3.6284
C 3.1891 -1.9420 0.5290
C 4.2650 -2.7822 0.8358
C 5.5383 -2.5100 0.3668
C 5.7630 -1.3884 -0.4242
C 4.7093 -0.5489 -0.7459
C 3.4338 -0.8289 -0.2697
H 0.3006 -7.6333 -0.2794
H -0.8708 -6.5228 1.6013
H -0.3140 -4.2335 2.2246
H 2.6350 -4.1118 -0.8868
H 2.0493 -6.3937 -1.5233
H -0.4413 -2.1264 3.2231
H -0.3580 -2.2864 5.6684
H 1.8279 -2.4126 6.8335
H 3.9206 -2.3398 5.5134
H 3.8427 -2.2395 3.0763
H 4.0966 -3.6636 1.4437
H 6.3568 -3.1715 0.6184
H 6.7598 -1.1734 -0.7861
H 4.8776 0.3244 -1.3623
H 2.6148 -0.1686 -0.5298

Total charge: +1
Calculated total energy (Ha): -3336.81986
HOMO level (Eh): -0.32109

Here are the Löwdin charges for atoms 1 to 4, given in e:
1 Li 0.569
2 S 0.642
3 C -0.676
4 N -0.123


(2)
Molecular formula: C17H36B2BrO13
Method: DFT, ωB97M-V/def2-TZVPD

Atoms and positions in Å:
C 0.1037 -4.2939 -2.7830
C -0.8246 -3.2424 -3.6333
B -2.1419 -2.6764 -2.7758
O -2.0284 -2.6976 -1.3041
B -3.4943 -2.0768 -3.5092
O -3.7579 -0.7323 -2.9548
C -5.0654 -0.7514 -2.2661
Br -4.9939 -1.1097 -0.2780
C -5.8813 -1.8538 -3.2179
C -7.2957 -2.4370 -2.6112
C -7.4869 -4.0651 -2.7791
C -6.5383 -4.9647 -1.7765
O -6.4746 -6.3393 -2.3175
C -5.5663 -6.4355 -3.4714
O -4.7754 -2.8079 -3.3947
H 1.0398 -4.5929 -3.4591
H 0.4431 -3.7990 -1.7613
H -0.4277 -5.3037 -2.5009
H -1.1277 -3.7437 -4.6463
H -0.1767 -2.2980 -3.8776
H -1.9334 -1.7540 -0.9345
H -3.1392 -1.9645 -4.6277
H -5.7101 0.2445 -2.3784
H -6.2088 -1.4058 -4.2533
H -8.1585 -1.9417 -3.2709
H -7.5075 -2.0492 -1.5037
H -7.3485 -4.3291 -3.9195
H -8.6109 -4.2920 -2.4467
H -7.1412 -5.0463 -0.7493
H -5.4962 -4.4890 -1.5328
H -5.9777 -5.9639 -4.4643
H -4.4913 -6.0055 -3.2859
H -5.4146 -7.5987 -3.6881
C 0.0329 4.3233 0.8596
O -1.1308 3.5295 0.6369
C -1.0041 2.6210 -0.3631
O -0.0106 2.4458 -1.0510
O -2.1741 1.9413 -0.4650
C -2.1867 0.9443 -1.4848
H -0.1810 5.0140 1.6799
H 0.8796 3.6938 1.1516
H 0.2752 4.9116 -0.0314
H -1.4287 0.1797 -1.2865
H -2.0331 1.3974 -2.4695
H -3.1693 0.4648 -1.4765
C 6.3329 6.2433 3.3196
O 5.1692 5.4495 3.0969
C 5.2959 4.5410 2.0969
O 6.2894 4.3658 1.4090
O 4.1259 3.8613 1.9950
C 4.1133 2.8643 0.9752
H 6.1190 6.9340 4.1399
H 7.1796 5.6138 3.6116
H 6.5752 6.8316 2.4286
H 4.8713 2.0997 1.1735
H 4.2669 3.3174 -0.0095
H 3.1307 2.3848 0.9835
C 5.7851 3.5230 5.5213
O 6.9792 3.3407 6.2796
C 7.6871 2.2313 5.9484
O 7.3860 1.4190 5.0879
O 8.7878 2.1825 6.7405
C 9.6331 1.0588 6.5017
H 5.3000 4.4390 5.8697
H 6.0172 3.6395 4.4578
H 5.0961 2.6870 5.6792
H 10.0190 1.0768 5.4774
H 9.0979 0.1243 6.6988
H 10.4807 1.1213 7.1897

Total charge: -1
Calculated total energy (Ha): -4271.16434
HOMO level (Eh): -0.13848

Here are the Löwdin charges for atoms 1 to 4, given in e:
1 C -0.181
2 C -0.184
3 B -0.285
4 O -0.029


(3)
Molecular formula: C16H16ClN3O4
Method: DFT, ωB97M-V/def2-TZVPD

Atoms and positions in Å:
C 2.5353 2.9659 0.3535
O 1.3472 3.1840 1.0788
C 0.1931 2.6415 0.6110
C -0.9442 2.8388 1.3997
C -2.1575 2.3150 1.0218
C -2.2727 1.5722 -0.1534
O -3.5308 1.0702 -0.4209
C -3.6759 0.1946 -1.5106
C -2.9499 -1.1410 -1.3101
O -2.5140 -1.8102 -2.2147
N -2.8491 -1.4666 0.0060
N -2.2522 -2.6170 0.4838
C -0.8973 -2.8309 0.6457
O -0.5123 -3.8236 1.2140
N -0.1147 -1.8323 0.1337
C 1.2761 -1.7581 0.1813
C 2.0278 -2.4016 1.1602
C 3.4009 -2.2430 1.1825
C 4.0471 -1.4436 0.2542
C 3.2897 -0.8173 -0.7211
Cl 4.0660 0.1886 -1.9005
C 1.9174 -0.9724 -0.7733
C -1.1519 1.3804 -0.9441
C 0.0708 1.9220 -0.5691
H 3.3213 3.4584 0.9231
H 2.7631 1.8989 0.2698
H 2.4847 3.4085 -0.6461
H -0.8464 3.4091 2.3090
H -3.0393 2.4689 1.6232
H -4.7492 -0.0079 -1.5832
H -3.3485 0.6429 -2.4559
H -3.2262 -0.8219 0.6945
H -2.8478 -3.4062 0.6989
H -0.5526 -1.1854 -0.5072
H 1.5343 -3.0286 1.8830
H 3.9801 -2.7447 1.9422
H 5.1167 -1.3121 0.2813
H 1.3469 -0.4992 -1.5566
H -1.2069 0.8264 -1.8694
H 0.9209 1.7773 -1.2150

Total charge: 0
Calculated total energy (Ha): -1544.73761
SMILES string: COc1ccc(OCC(=O)NNC(=O)Nc2cccc(Cl)c2)cc1
HOMO level (Eh): -0.31123

Here are the Löwdin charges for atoms 1 to 4, given in e:
1 C -0.078
2 O -0.078
3 C -0.273
4 C 0.012


(4)
Molecular formula: C33H30AuINO3PS3
Method: DFT, ωB97M-V/def2-TZVPD

Atoms and positions in Å:
Au 0.8402 0.9089 0.3293
I 1.7817 2.0374 -1.8162
C 0.2752 3.4501 -2.0265
C 0.7365 4.7274 -2.1584
C -0.1646 5.7511 -2.5143
C -1.4548 5.4211 -2.7895
C -1.9298 4.0889 -2.6560
C -3.2655 3.7969 -3.0228
C -3.7528 2.5298 -2.9446
C -2.9441 1.5202 -2.3936
C -1.6529 1.7560 -1.9753
P -0.9931 0.3103 -1.0848
C -0.7934 -1.0030 -2.3124
C 0.2321 -0.9500 -3.2621
C 0.2639 -1.8545 -4.3093
C -0.7289 -2.8203 -4.4250
C -1.7432 -2.8849 -3.4848
C -1.7787 -1.9866 -2.4263
C -2.2672 -0.2221 0.0531
C -3.3191 0.6081 0.4446
C -4.3425 0.0914 1.2237
C -4.3077 -1.2345 1.6277
C -3.2321 -2.0445 1.2927
C -2.1992 -1.5380 0.5251
C -1.0781 3.0509 -2.1898
H 1.7858 4.9594 -2.0282
H 0.1904 6.7678 -2.6109
H -2.1509 6.1769 -3.1331
H -3.8862 4.6059 -3.3890
H -4.7605 2.2981 -3.2614
H -3.3738 0.5324 -2.2768
H 1.0108 -0.2093 -3.1937
H 1.0624 -1.8041 -5.0392
H -0.7121 -3.5191 -5.2516
H -2.5188 -3.6346 -3.5710
H -2.5830 -2.0529 -1.7107
H -3.3560 1.6428 0.1296
H -5.1711 0.7259 1.5105
H -5.1115 -1.6322 2.2331
H -3.1895 -3.0675 1.6414
H -1.3491 -2.1661 0.2843
C 2.9284 -4.1497 -0.1132
C 2.7543 -3.4928 -1.4743
S 2.8756 -1.7119 -1.4587
O 1.8725 -1.2577 -0.3987
C 4.5373 -1.4922 -0.7479
C 4.5029 -1.1260 0.7319
H 2.7897 -5.2250 -0.2214
H 2.1863 -3.7819 0.5943
H 3.9235 -3.9909 0.2998
H 1.7587 -3.6751 -1.8864
H 3.4902 -3.8214 -2.2136
H 5.0078 -0.7099 -1.3443
H 5.0828 -2.4187 -0.9301
H 4.0733 -0.1375 0.8922
H 5.5227 -1.1161 1.1171
H 3.9203 -1.8372 1.3130
O -0.2840 -1.8737 2.9532
S -0.5352 -0.5243 3.3396
O -1.8574 -0.0157 3.4582
N 0.3580 0.5121 2.3054
C 1.2712 1.1912 2.9418
S 2.2412 2.1458 1.9213
C 1.3318 0.9455 4.3838
C 2.1579 1.5167 5.3311
C 2.0389 1.0733 6.6433
C 1.1244 0.0803 6.9822
C 0.2807 -0.4874 6.0293
C 0.4102 -0.0291 4.7373
H 2.8709 2.2859 5.0612
H 2.6659 1.5040 7.4116
H 1.0689 -0.2638 8.0066
H -0.4384 -1.2505 6.2965

Total charge: +2
Calculated total energy (Ha): -3524.71929
HOMO level (Eh): -0.51364

Here are the Löwdin charges for atoms 1 to 4, given in e:
1 Au 0.606
2 I 1.355
3 C -0.564
4 C -0.131


(5)
Molecular formula: C24H48F4InO12S
Method: DFT, ωB97M-V/def2-TZVPD

Atoms and positions in Å:
O 0.0080 0.7012 -1.5581
S 0.2833 1.2177 -0.1011
O 1.2809 2.4094 -0.1885
In 1.3900 -0.5612 1.3108
C 0.3212 -2.5232 0.7751
C 0.8570 -3.2006 -0.6211
C 0.0994 -2.6659 -1.9794
F 1.1736 -2.1791 -2.9218
C -1.3064 1.6727 0.7942
F -1.3586 1.0469 2.1593
F -1.2866 3.1401 1.0031
F -2.4299 1.1894 -0.0486
H 3.1607 -0.5992 0.9851
H 1.1065 -0.2449 3.0879
H 0.6217 -3.2772 1.6449
H -0.8420 -2.3653 0.8290
H 2.0100 -3.0906 -0.8095
H 0.6144 -4.3676 -0.5531
H -0.4083 -3.5788 -2.5571
H -0.7413 -1.8701 -1.7907
O -4.5237 0.3307 6.5957
C -4.5402 1.2249 5.7500
O -3.3853 1.8015 5.3498
C -3.2706 2.7114 4.2379
C -3.5853 4.1311 4.6660
C -5.8392 1.7522 5.2189
H -3.8810 2.3795 3.3934
H -2.2287 2.6606 3.9040
H -4.6137 4.2252 5.0240
H -3.4425 4.8255 3.8333
H -2.9346 4.4337 5.4928
H -6.2331 2.5004 5.9100
H -6.5452 0.9190 5.1440
H -5.7653 2.1737 4.2190
O 4.4576 -2.5545 -0.9378
C 4.9801 -3.0884 -1.9161
O 5.4876 -2.3296 -2.9126
C 6.2855 -2.8384 -3.9997
C 5.4059 -3.3509 -5.1227
C 4.9813 -4.5802 -2.0644
H 6.9995 -3.5878 -3.6464
H 6.8802 -1.9951 -4.3668
H 4.7802 -4.1853 -4.7956
H 6.0147 -3.6839 -5.9680
H 4.7271 -2.5634 -5.4659
H 4.0287 -4.8999 -2.4918
H 5.1023 -5.0257 -1.0718
H 5.8037 -4.9604 -2.6661
O -7.3179 4.1620 1.4901
C -6.8539 3.7536 0.4257
O -7.4946 4.0098 -0.7363
C -6.9470 3.7502 -2.0440
C -7.2033 2.3162 -2.4630
C -5.6275 2.8916 0.4059
H -5.8881 4.0205 -2.0878
H -7.4657 4.4234 -2.7348
H -6.7165 1.6065 -1.7892
H -6.8360 2.1395 -3.4779
H -8.2752 2.0954 -2.4328
H -5.9138 1.8546 0.5934
H -4.9536 3.2318 1.1986
H -5.0598 2.9579 -0.5195
O -3.0241 7.3980 4.9130
C -1.8397 7.5083 4.5969
O -0.9428 6.5774 4.9912
C 0.4175 6.5047 4.5206
C 1.3200 7.4130 5.3318
C -1.3554 8.7161 3.8523
H 0.4733 6.7032 3.4465
H 0.7367 5.4661 4.6590
H 1.0268 8.4616 5.2365
H 2.3598 7.3124 5.0082
H 1.2563 7.1631 6.3958
H -1.1642 9.5234 4.5624
H -2.1371 9.0258 3.1514
H -0.4679 8.5336 3.2507
O 4.4762 -7.3514 -2.5872
C 4.9986 -7.8852 -3.5656
O 5.5062 -7.1264 -4.5621
C 6.3040 -7.6352 -5.6492
C 5.4244 -8.1478 -6.7722
C 4.9999 -9.3771 -3.7139
H 7.0180 -8.3846 -5.2959
H 6.8987 -6.7919 -6.0163
H 4.7987 -8.9821 -6.4450
H 6.0332 -8.4808 -7.6175
H 4.7457 -7.3602 -7.1153
H 4.0472 -9.6967 -4.1413
H 5.1208 -9.8225 -2.7213
H 5.8223 -9.7572 -4.3156

Total charge: -1
Calculated total energy (Ha): -2833.77723
HOMO level (Eh): -0.18895

Here are the Löwdin charges for atoms 1 to 4, given in e:
1 O -0.467
2 S 0.645
3 O -0.481
4 In 0.452